The following is a quantum chemistry calculation of 4 unconnected molecules or ions with the total composition C21H48N4O6P, from the Open Molecules 2025 dataset.

Structure (ORCA input):
```
! wB97M-V def2-TZVPD RIJCOSX def2/J DEFGRID3
* xyz 1 1
C -6.04893 1.73609 -2.71244
O -4.64641 1.56731 -2.69672
C -3.90743 2.73040 -2.38166
C -2.44927 2.48165 -2.73822
C -1.65651 1.74634 -1.65861
C -1.44099 2.56123 -0.36670
C 0.03385 2.92125 -0.07721
C 0.60278 2.37508 1.24880
C 1.07849 3.46193 2.23054
C 0.84590 3.12234 3.71813
C 2.08591 3.28776 4.62081
C 2.04399 4.58268 5.46423
P 2.92816 4.41782 7.01112
C 1.84226 3.86145 8.35736
O 0.99036 4.94737 8.63287
N 1.05812 5.28463 10.10258
O 0.39433 6.18596 10.32931
H -6.32911 2.79183 -2.64745
H -6.44690 1.32886 -3.64400
H -6.50973 1.20500 -1.87374
H -4.30050 3.59534 -2.93078
H -4.01368 2.95910 -1.30937
H -2.44731 1.87755 -3.64886
H -1.96346 3.43084 -2.98471
H -2.15254 0.79328 -1.45555
H -0.68454 1.48678 -2.08661
H -2.03514 3.47746 -0.41883
H -1.84241 2.00272 0.48417
H 0.65182 2.57825 -0.90825
H 0.13972 4.01024 -0.07077
H -0.14457 1.74635 1.74106
H 1.44745 1.71822 1.02536
H 0.56846 4.39724 1.98849
H 2.14375 3.65358 2.07080
H 0.03781 3.74855 4.10532
H 0.49137 2.09412 3.80707
H 2.20096 2.41099 5.26657
H 2.98105 3.33053 3.99755
H 2.47902 5.43350 4.93513
H 1.01955 4.85826 5.73293
H 3.99763 3.52872 6.88797
H 3.46147 5.63955 7.41864
H 2.44166 3.58013 9.23028
H 1.27285 2.98764 8.02534
C -0.92438 -0.53842 -5.68350
C 0.07520 0.57570 -5.50261
O 0.66830 0.77199 -4.45186
N 0.30078 1.39197 -6.57018
C -0.29432 1.32830 -7.88778
H -0.99582 -1.11856 -4.77018
H -1.90462 -0.12686 -5.93312
H -0.61903 -1.21051 -6.48612
H 0.97712 2.11631 -6.38847
H 0.46562 1.17517 -8.65624
H -0.83639 2.24709 -8.11970
H -0.99486 0.50127 -7.93730
C 0.87959 -4.77655 -3.03777
C -0.11224 -3.64323 -2.99989
O -0.61552 -3.17448 -4.00741
N -0.44447 -3.14790 -1.77306
C 0.02975 -3.59659 -0.48453
H 1.03972 -5.04746 -4.07691
H 1.83147 -4.47283 -2.59926
H 0.51352 -5.64217 -2.48808
H -1.09823 -2.38172 -1.80661
H -0.79928 -3.93375 0.14327
H 0.55692 -2.79797 0.04388
H 0.71272 -4.43122 -0.61657
C 2.47007 -8.97436 -0.24729
C 1.48192 -7.83588 -0.15408
O 1.00886 -7.31502 -1.15111
N 1.12744 -7.40901 1.08734
C 1.57993 -7.90838 2.36851
H 2.63572 -9.18561 -1.29874
H 3.42003 -8.71144 0.21949
H 2.08432 -9.86973 0.24123
H 0.45152 -6.66143 1.08008
H 0.74588 -8.29716 2.95493
H 2.07053 -7.12217 2.94508
H 2.29292 -8.71336 2.22262
*
```

Output
HOMO-LUMO gap in eV: 6.39
HOMO level in eV: -10.257
F_max in eV Å⁻¹: 0.80